1.
A 10-piece molecular cluster, C12H44N2O10 overall at a distorted geometry. Source: the Open Molecules 2025 dataset; level of theory: wB97M-V/def2-TZVPD.

XYZ file:
```
68
Properties=species:S:1:pos:R:3:forces:R:3
N 3.9026 -2.2013 -2.1749 -0.969 -0.935 -0.350
C 3.0406 -1.1701 -2.2372 0.515 0.443 0.679
N 3.7052 -0.0314 -2.3859 1.406 2.305 -0.806
O 1.8267 -1.2302 -2.0595 -0.698 -0.617 -0.259
H 4.8430 -2.0257 -1.9157 0.510 -0.216 0.014
H 3.4949 -3.1145 -2.2091 0.305 -0.640 0.297
H 3.2989 0.8667 -2.6041 -0.760 -0.056 0.142
H 4.6329 -0.0911 -2.7858 -0.211 -0.097 0.171
C -2.0460 -4.4452 4.4374 -0.608 1.223 -0.205
C -0.9450 -3.4170 4.1977 -1.302 1.168 0.404
C 0.3704 -4.0362 3.8705 -0.204 -0.667 -0.644
O -1.4549 -2.5502 3.1796 2.343 0.182 -1.644
H -3.0413 -3.9190 4.4001 0.981 -0.521 0.360
H -1.8937 -4.9515 5.3846 -0.175 -0.318 0.014
H -2.0457 -5.1102 3.5766 0.042 -0.393 0.130
H -0.7838 -2.7184 5.0507 -0.216 -0.837 0.138
H 1.1343 -3.2847 3.9117 0.643 0.258 -0.312
H 0.3565 -4.6004 2.9183 0.024 0.545 0.206
H 0.5773 -4.7685 4.6226 0.354 -0.462 0.642
H -0.6505 -2.3303 2.5886 -1.981 -0.160 0.833
C -3.1575 4.6285 3.1862 -1.094 0.326 -0.940
O -3.6416 3.3053 3.0968 0.649 -0.625 0.105
H -3.8192 5.0507 3.9424 0.358 0.534 -0.107
H -2.1158 4.8425 3.3983 0.434 -0.765 0.609
H -3.2914 5.1188 2.2122 -0.382 0.282 0.189
H -3.2487 2.8264 2.3547 0.117 0.154 -0.002
C 1.7113 -1.2704 1.4491 0.748 -0.615 -2.039
O 0.3931 -1.7414 1.1512 0.475 0.736 -0.573
H 1.7751 -0.1853 1.5088 -0.099 0.104 -0.080
H 2.0854 -1.6702 2.3679 -0.174 -0.422 0.655
H 2.4190 -1.6388 0.6276 -0.725 0.617 1.024
H 0.1173 -1.2483 0.3322 -0.062 -0.533 0.945
C 0.7263 -4.8054 -1.4011 2.288 -1.575 1.930
O 1.7750 -4.0661 -1.9903 -0.275 0.602 -0.247
H 1.1141 -5.8465 -1.4156 -0.575 0.390 -0.085
H 0.6553 -4.5687 -0.3187 -0.325 0.110 -0.553
H -0.2162 -4.7880 -1.8693 -1.127 0.435 -0.838
H 1.6352 -3.1258 -1.7936 -0.291 0.052 -0.183
C -2.6339 3.5943 -1.6294 -1.334 1.343 -0.327
O -1.7528 2.8133 -2.3466 1.102 -0.014 -1.372
H -3.6736 3.2196 -1.7546 0.418 0.372 0.195
H -2.4302 3.7299 -0.5813 0.292 -0.426 0.618
H -2.5721 4.6456 -2.0433 -0.196 -1.143 0.132
H -1.4354 1.9955 -1.9743 -0.206 -0.217 0.742
C 1.1455 5.2047 -1.1859 0.399 -0.618 0.752
O 0.9610 4.7384 -2.5036 -0.326 0.273 -0.571
H 2.1227 4.8081 -0.8869 -0.164 0.257 0.169
H 1.1479 6.2775 -1.0702 0.130 0.457 -0.326
H 0.4060 4.8285 -0.4643 -0.077 -0.176 -0.403
H 0.4583 5.3596 -3.0497 0.085 -0.264 0.398
C -1.0046 0.9700 2.0329 -0.663 1.642 -0.221
O -1.7751 1.5832 0.9419 -0.063 0.087 1.408
H -1.2187 1.6257 2.9263 0.266 -0.770 -0.884
H -1.3232 -0.0473 2.2527 0.084 0.023 -0.145
H 0.0622 1.0506 1.7906 -0.226 -0.241 0.201
H -1.5154 1.2462 0.0880 0.459 -0.580 -0.107
C 1.2613 1.6088 -4.5314 1.758 0.828 0.213
O 2.1464 2.5290 -3.9050 1.449 0.068 1.056
H 0.9487 2.2012 -5.3805 -1.198 -0.801 -0.467
H 1.9187 0.7732 -4.8450 -0.672 0.266 -0.018
H 0.5561 1.2813 -3.7885 -0.895 -0.279 -0.308
H 1.7222 3.1916 -3.3342 -0.406 -0.213 -0.336
C -1.4424 -0.9094 -1.9747 -1.277 -0.689 -0.422
O -0.5148 -0.1721 -1.1806 0.497 -0.432 -0.982
H -1.5313 -1.9574 -1.6279 -0.025 0.457 0.111
H -2.4554 -0.4422 -1.9286 0.823 -0.274 0.076
H -1.1571 -0.9980 -3.0447 0.071 0.448 0.574
H 0.3404 -0.4374 -1.6061 -0.041 0.609 0.621
```
Positions in Å, forces in eV/Å.

**Frontier orbital gap**: 9.8374 eV
**Energy relative to the best compared isomer or geometry (same formula, charge and spin)**: 22.0 kJ/mol
**SMILES string**: NC(N)=O.CC(C)O.CO.CO.CO.CO.CO.CO.CO.CO
**Strongest force on any atom**: 0.066 hartree/bohr

These are the Löwdin partial charges, in e, on atoms 1 to 4:
1. N 0.19
2. C -0.65
3. N 0.19
4. O 0.00


2.
A 2-piece molecular cluster, C9H23NO5PS overall at a distorted geometry. Source: the Open Molecules 2025 dataset; level of theory: wB97M-V/def2-TZVPD.

XYZ file:
```
40
Properties=species:S:1:pos:R:3:forces:R:3
C -1.7498 -0.4568 -1.1288 -0.244 -0.424 -0.268
C -1.1657 -1.5584 -2.0040 0.380 0.177 0.116
C 0.2863 -1.2824 -2.4324 -0.546 0.014 -0.012
C 0.3864 -0.0877 -3.3677 -0.279 -0.580 -0.086
O 1.6895 0.5508 -3.3973 0.061 0.011 -0.152
N 2.1700 0.8771 -2.1225 0.585 0.333 0.212
P 1.0594 1.9517 -1.1023 -1.112 0.226 0.391
C 1.7847 3.6044 -1.3801 0.201 -0.267 0.111
C 1.7125 1.5043 0.5430 0.883 0.111 -0.090
C 3.2519 1.5603 0.7124 -0.450 0.113 -0.243
H -1.8314 0.5079 -1.6213 0.080 0.121 -0.035
H -1.1514 -0.3699 -0.2287 0.007 0.250 0.020
H -2.7582 -0.7451 -0.8359 -0.061 0.057 0.141
H -1.1271 -2.4598 -1.3958 -0.153 -0.203 -0.105
H -1.7804 -1.7654 -2.8792 -0.081 0.007 -0.053
H 0.8380 -1.1365 -1.5008 0.151 -0.022 0.048
H 0.6611 -2.1720 -2.9313 0.353 -0.024 0.060
H 0.2733 -0.4378 -4.3896 0.162 0.129 -0.153
H -0.4035 0.6368 -3.1986 0.145 0.285 0.233
H 3.0501 1.3654 -2.3029 -0.025 -0.061 -0.217
H 2.4278 0.0304 -1.6047 -0.193 -0.122 -0.081
H 2.8479 3.6266 -1.6139 0.067 0.019 -0.079
H 1.2053 4.1304 -2.1294 0.077 0.044 -0.205
H 1.6557 4.1310 -0.4343 -0.049 0.072 0.060
H 1.2993 0.5476 0.8534 -0.137 -0.114 -0.083
H 1.2701 2.2508 1.2018 -0.298 -0.036 0.066
H 3.5914 0.8135 1.4208 0.096 -0.024 0.090
H 3.5643 2.5423 1.0531 0.061 0.051 0.109
H 3.7699 1.4005 -0.2330 0.220 -0.182 0.033
C -2.4214 -1.7307 4.6396 -0.185 0.184 0.115
C -3.4618 -2.2476 3.6671 0.015 -0.301 0.119
O -3.1284 -1.5934 2.4273 0.170 0.225 0.022
S -1.5518 -1.4022 2.3270 -0.250 -0.150 0.643
O -0.9870 -2.4448 1.5457 0.178 0.155 -0.164
O -1.2771 -0.0385 2.0324 0.104 0.033 -0.168
O -1.2120 -1.6773 3.8596 -0.075 -0.182 -0.196
H -2.6567 -0.7247 4.9888 0.001 -0.006 -0.010
H -2.2710 -2.3915 5.4878 0.152 -0.043 -0.055
H -4.4759 -1.9830 3.9491 -0.014 0.115 -0.139
H -3.3844 -3.3263 3.5254 0.002 0.009 0.003
```
Positions in Å, forces in eV/Å.

**Frontier orbital gap**: 10.5241 eV
**Total charge**: +1
**Strongest force on any atom**: 0.023 hartree/bohr

These are the Löwdin partial charges, in e, on atoms 1 to 4:
1. C -0.11
2. C -0.23
3. C -0.18
4. C -0.18


3.
An isolated ion of composition C3H7Br2N2 and charge +1 at a distorted geometry. Source: the Open Molecules 2025 dataset; level of theory: wB97M-V/def2-TZVPD.

XYZ file:
```
14
Properties=species:S:1:pos:R:3:forces:R:3
N 0.5564 1.0762 1.3560 0.819 1.216 -1.449
C 0.0999 -0.1505 0.8245 0.603 1.528 -0.767
C 0.8776 -0.6271 -0.3991 -0.274 1.056 0.035
N -0.2270 -0.2553 -1.3780 0.241 -0.412 3.689
C -1.1782 -0.0328 -0.0831 -0.330 1.866 -0.532
Br -1.8805 1.8369 -0.0894 0.019 -1.609 -0.350
Br -2.5138 -1.4411 0.0867 0.915 0.904 -0.351
H 0.9757 1.7243 0.5885 -0.753 -1.383 2.720
H 0.9031 1.1046 2.3190 -0.050 0.148 -0.968
H -0.0121 -0.8778 1.5655 -0.212 -1.073 1.192
H 1.8362 -0.1756 -0.6205 -0.065 0.397 -0.046
H 1.0036 -1.6439 -0.3726 0.278 -2.574 -0.237
H 0.1240 0.4795 -1.9267 -0.472 1.648 -1.151
H -0.5647 -1.0174 -1.8709 -0.717 -1.711 -1.786
```
Positions in Å, forces in eV/Å.

**Frontier orbital gap**: 9.6936 eV
**Energy relative to the best compared isomer or geometry (same formula, charge and spin)**: 164.8 kJ/mol
**SMILES string**: N[C@@H]1C[NH2+]C1(Br)Br
**Total charge**: +1
**Strongest force on any atom**: 0.072 hartree/bohr

These are the Löwdin partial charges, in e, on atoms 1 to 4:
1. N 0.00
2. C -0.45
3. C -0.05
4. N 0.11


4.
C38H50BrN3O2OsP2 as an isolated structure at a distorted geometry. Source: the Open Molecules 2025 dataset; level of theory: wB97M-V/def2-TZVPD.

XYZ file:
```
97
Properties=species:S:1:pos:R:3:forces:R:3
Os -0.5064 -0.5364 0.1648 2.195 -0.066 -0.167
C -0.1543 2.0814 4.2144 -0.104 0.074 -0.069
C -0.8842 1.4102 3.0564 0.345 -0.154 0.003
C -2.3925 1.3389 3.2950 0.089 -0.058 -0.143
P -0.2484 -0.2895 2.5668 -0.706 0.861 -0.112
C -0.6820 -1.5642 3.8773 0.059 0.120 -0.414
C 0.1850 -2.7932 3.6249 -0.153 0.039 -0.079
C -0.6029 -1.1449 5.3401 -0.116 0.102 -0.142
C 1.5663 -0.0951 2.5696 -0.044 -0.250 0.031
C 2.3282 0.2120 3.6834 -0.183 -0.091 -0.288
C 3.6983 0.4694 3.5918 -0.029 -0.002 -0.196
C 4.5085 0.7337 4.8075 0.101 0.037 0.168
C 4.2762 0.5144 2.3193 -0.087 -0.022 -0.009
C 3.5569 0.1616 1.2063 0.034 -0.104 -0.169
C 2.2106 -0.2542 1.3143 0.611 0.325 0.882
N 1.5310 -0.8155 0.2695 -2.951 1.018 -0.308
C 2.2421 -1.4577 -0.7173 0.550 -0.614 -0.879
C 3.4762 -2.0882 -0.4733 0.054 0.094 0.242
C 4.1949 -2.6599 -1.4962 -0.057 -0.022 -0.040
C 3.7290 -2.6432 -2.8119 -0.042 0.035 0.259
C 4.5268 -3.2349 -3.9163 0.088 -0.046 -0.108
C 2.4647 -2.0989 -3.0488 -0.184 0.190 0.301
C 1.7122 -1.5422 -2.0292 -0.262 0.166 0.132
P 0.0330 -0.8530 -2.2428 -0.350 0.789 -0.328
C 0.3401 0.7810 -3.1284 -0.046 -0.293 0.128
C 1.5076 1.4873 -2.4421 -0.101 0.030 0.178
C 0.5830 0.6565 -4.6283 -0.106 0.084 0.145
C -0.7448 -1.9475 -3.5501 0.032 0.024 0.334
C -2.2137 -1.5580 -3.7034 0.105 0.164 0.008
C -0.5741 -3.4502 -3.3430 0.064 0.103 0.017
H -0.5881 3.0699 4.3626 -0.012 0.045 0.021
H 0.8986 2.2225 3.9912 0.059 0.085 0.058
H -0.2588 1.5371 5.1475 0.046 -0.021 0.128
H -0.6926 2.0150 2.1586 -0.054 -0.254 0.094
H -2.7495 2.2957 3.6690 0.016 0.087 0.047
H -2.6583 0.5760 4.0227 -0.085 -0.051 0.098
H -2.9239 1.1356 2.3704 -0.105 -0.081 -0.041
H -1.7227 -1.8259 3.6610 0.106 0.108 -0.093
H 1.2400 -2.5634 3.7628 0.111 -0.045 0.021
H 0.0222 -3.1590 2.6155 0.061 -0.130 -0.098
H -0.0862 -3.5836 4.3205 -0.007 -0.087 0.050
H 0.4148 -0.9373 5.6524 0.144 0.073 0.087
H -0.9621 -1.9760 5.9428 0.001 -0.108 0.073
H -1.2352 -0.2940 5.5667 -0.014 0.116 0.050
H 1.8669 0.2522 4.6567 -0.069 0.004 0.069
H 3.9772 0.4454 5.7120 0.039 0.007 0.017
H 4.7487 1.7961 4.8791 0.000 0.059 -0.002
H 5.4565 0.1987 4.7593 0.017 -0.011 0.042
H 5.3070 0.8127 2.2138 0.142 0.068 -0.023
H 4.0095 0.2224 0.2280 0.067 0.032 -0.041
H 3.8520 -2.1480 0.5364 0.035 -0.070 0.072
H 5.1353 -3.1383 -1.2740 0.137 -0.062 0.028
H 5.5745 -3.3095 -3.6428 0.094 -0.027 -0.036
H 4.4362 -2.6455 -4.8261 0.003 0.015 -0.060
H 4.1656 -4.2402 -4.1394 -0.014 -0.059 -0.030
H 2.0806 -2.1087 -4.0577 -0.100 -0.022 -0.102
H -0.5688 1.3736 -2.9784 0.078 -0.118 0.066
H 2.4483 0.9865 -2.6634 0.123 -0.028 -0.093
H 1.3667 1.5345 -1.3626 0.067 0.053 -0.029
H 1.5698 2.5128 -2.7985 0.016 0.065 -0.049
H 1.4443 0.0280 -4.8448 0.086 -0.086 -0.098
H 0.7971 1.6487 -5.0204 0.057 0.078 -0.032
H -0.2893 0.2888 -5.1620 -0.013 -0.069 -0.090
H -0.2232 -1.6887 -4.4766 0.026 0.081 0.163
H -2.7922 -1.8227 -2.8205 -0.042 -0.002 0.074
H -2.6514 -2.0811 -4.5506 -0.020 -0.017 -0.089
H -2.3235 -0.4867 -3.8687 -0.091 0.081 -0.061
H -1.1981 -3.8389 -2.5423 -0.006 -0.019 0.001
H 0.4646 -3.7117 -3.1504 0.040 -0.158 -0.015
H -0.8751 -3.9604 -4.2558 -0.023 -0.078 -0.057
Br -3.6810 -1.8333 1.6469 -0.013 0.290 -0.161
C -3.7822 -0.4153 0.3929 0.067 -0.313 0.212
C -5.0369 0.0440 0.0238 0.053 -0.065 0.050
C -5.1295 1.1798 -0.7628 0.292 -0.028 0.020
C -3.9564 1.8483 -1.0818 0.002 -0.239 0.100
C -2.7473 1.3129 -0.6708 0.351 0.860 -0.267
N -2.6367 0.1548 0.0034 0.316 -0.358 -0.019
C -1.4652 2.1826 -0.8323 -2.351 -0.380 -0.971
O -1.5428 3.1560 -1.5449 0.359 0.159 0.127
O -0.4939 1.7792 -0.1367 1.792 -2.797 1.414
H -5.9167 -0.4707 0.3766 -0.019 -0.052 0.029
H -6.0923 1.5575 -1.0745 -0.049 0.008 0.005
H -3.9481 2.7859 -1.6175 0.075 0.012 -0.013
N -0.1255 -3.2893 0.0883 0.005 1.549 -0.028
C -1.2827 -4.0992 0.1976 -1.052 -0.484 -0.083
C -2.4155 -3.7154 -0.5177 0.384 -0.037 0.086
C -3.5478 -4.5030 -0.5186 0.127 -0.175 0.002
C -3.5658 -5.6781 0.2190 0.026 0.053 0.046
C -2.4615 -6.0351 0.9793 -0.254 -0.023 -0.060
C -1.3224 -5.2491 0.9774 0.263 0.345 -0.207
H 0.6368 -3.6499 0.6559 -0.010 0.187 -0.066
H 0.1842 -3.2505 -0.8815 0.079 -0.183 0.184
H -2.3846 -2.7669 -1.0431 -0.077 -0.045 -0.009
H -4.4160 -4.1990 -1.0802 -0.136 0.033 -0.089
H -4.4451 -6.3006 0.2125 -0.098 -0.105 0.031
H -2.4855 -6.9426 1.5605 0.021 -0.092 0.102
H -0.4565 -5.5363 1.5558 0.126 -0.107 0.068
```
Positions in Å, forces in eV/Å.

**Frontier orbital gap (spin up / spin down)**: 5.1812 / 5.1818 eV
**Total charge**: +2
**Strongest force on any atom**: 0.070 hartree/bohr

These are the Löwdin partial charges, in e, on atoms 1 to 4:
1. Os 1.09
2. C -0.09
3. C -0.49
4. C -0.09


Number 1: E_tot -1345.3958 Eh. Number 2: E_tot -1526.8906 Eh. Number 3: E_tot -5375.7316 Eh. Number 4: E_tot -5139.6977 Eh.